Run 1
This record from the Open Molecules 2025 dataset describes a cluster of 2 separate species, C2H8N2S in total. The level of theory is ωB97M-V/def2-TZVPD.

Each line ends with the Mulliken charge.
Element x y z (Å)
H  -4.832  2.398  0.929  0.28
N  -5.758  2.080  0.941  -0.58
C  -5.579  0.913  0.444  0.09
N  -4.683  0.692  -0.608  -0.55
H  -6.232  0.077  0.814  0.30
H  -4.070  -0.134  -0.711  0.22
H  -5.207  1.181  -1.376  0.24
C  5.947  -0.743  0.157  -0.65
S  5.653  -2.381  -0.541  -0.20
H  5.586  -0.133  -0.609  0.26
H  7.005  -0.453  0.328  0.29
H  5.307  -0.698  1.084  0.21
H  6.863  -2.797  -0.853  0.10

Output
Spin multiplicity   1
Frontier orbital gap   0.36847 Ha
Lowest unoccupied orbital energy   1.0 eV
M   92.17 g/mol
Structure (SMILES)   [H]/N=C\N.CS
Net charge   0


Run 2
This record from the Open Molecules 2025 dataset describes a cluster of 2 separate species, C2H8N2S in total. The level of theory is ωB97M-V/def2-TZVPD.

Each line ends with the Mulliken charge.
Element x y z (Å)
C  -0.653  -1.673  0.099  -0.75
N  0.091  -0.722  -0.720  -0.18
C  0.763  0.263  -0.173  -0.14
N  1.252  1.334  -0.828  -0.47
H  -0.203  -2.656  0.061  0.29
H  -1.676  -1.717  -0.273  0.30
H  -0.687  -1.297  1.112  0.29
H  -0.265  -0.549  -1.651  0.24
H  0.947  0.228  0.880  0.55
H  1.039  1.394  -1.813  0.21
H  0.986  2.159  -0.274  0.27
S  -1.011  1.869  1.204  -0.62
H  -0.583  1.365  2.376  0.01

Output
Spin multiplicity   1
Frontier orbital gap   0.27614 Ha
Lowest unoccupied orbital energy   0.4 eV
M   92.17 g/mol
Net charge   0


Run 3
This record from the Open Molecules 2025 dataset describes a cluster of 2 separate species, C2H8N2S in total. The level of theory is ωB97M-V/def2-TZVPD.

Each line ends with the Mulliken charge.
Element x y z (Å)
C  0.992  1.235  1.236  -0.51
N  -2.290  0.906  -0.171  -0.67
C  -0.851  0.475  0.102  -0.06
N  -0.436  1.310  1.189  -0.26
H  1.352  1.316  2.283  0.28
H  1.506  2.025  0.670  0.28
H  1.352  0.227  0.869  0.19
H  -2.254  1.645  0.563  0.30
H  -2.436  1.371  -1.046  0.25
H  -0.311  0.634  -0.839  0.33
H  -0.894  -0.649  0.313  0.17
S  1.131  -1.840  -1.055  -0.39
H  1.834  -2.903  -1.095  0.09

Output
Spin multiplicity   1
Frontier orbital gap   0.15493 Ha
Lowest unoccupied orbital energy   -4.0 eV
M   92.17 g/mol
Net charge   0


Winner for stability: run 2


Run 1
This record from the Open Molecules 2025 dataset describes an isolated molecule of C2H4N6. The level of theory is ωB97M-V/def2-TZVPD.

Each line ends with the Mulliken charge.
Element x y z (Å)
H  3.316  -0.367  -0.071  0.25
N  2.438  -0.996  -0.220  -0.52
C  1.355  -0.411  0.090  0.42
N  0.109  -1.153  -0.238  -0.47
C  -1.065  -0.353  -0.052  0.48
N  -2.341  -0.874  0.372  -0.41
N  -1.252  1.005  -0.471  -0.09
N  -0.214  1.651  -0.216  -0.23
N  1.082  1.108  0.614  -0.27
H  -3.177  -0.309  -0.210  0.33
H  -2.453  -1.778  0.631  0.21
H  1.825  1.860  0.541  0.30

Output
Spin multiplicity   1
Frontier orbital gap   0.30953 Ha
Lowest unoccupied orbital energy   -0.7 eV
M   112.10 g/mol
Structure (SMILES)   [H]/N=c1/nc(N)nn[nH]1
Net charge   0


Run 2
This record from the Open Molecules 2025 dataset describes an isolated molecule of C2H4N6. The level of theory is ωB97M-V/def2-TZVPD.

Each line ends with the Mulliken charge.
Element x y z (Å)
H  1.053  -2.030  -0.747  0.20
N  1.558  -1.328  -0.264  -0.64
C  0.952  -0.300  0.118  0.53
N  1.633  0.703  0.748  -0.41
N  -0.461  0.050  0.090  0.38
C  -1.500  -0.580  -0.402  0.00
N  -2.512  0.174  -0.537  -0.31
N  -2.157  1.365  -0.010  -0.34
N  -0.915  1.336  0.316  -0.26
H  1.187  1.575  0.669  0.26
H  2.639  0.602  0.823  0.25
H  -1.476  -1.567  -0.804  0.33

Output
Spin multiplicity   1
Frontier orbital gap   0.39021 Ha
Lowest unoccupied orbital energy   0.4 eV
M   112.10 g/mol
Structure (SMILES)   [H]/N=C(/N)n1cnnn1
Net charge   0


Winner for stability: run 2


Run 1
This record from the Open Molecules 2025 dataset describes a structure of composition C2H2N2O2. The level of theory is ωB97M-V/def2-TZVPD.

Each line ends with the Mulliken charge.
Element x y z (Å)
O  -1.092  0.764  2.177  -0.40
C  -0.075  0.759  1.611  0.77
N  -0.814  -0.488  -0.308  -0.59
C  0.287  -0.325  -0.826  0.67
N  1.454  -0.031  -1.071  -0.54
O  1.008  0.845  1.177  -0.45
H  -1.592  -0.891  -0.782  0.22
H  0.824  -0.634  -1.978  0.32

Output
Spin multiplicity   1
Frontier orbital gap   0.37946 Ha
Lowest unoccupied orbital energy   0.2 eV
M   86.05 g/mol
Net charge   0


Run 2
This record from the Open Molecules 2025 dataset describes a cluster of 2 separate species, C2H2N2O2 in total. The level of theory is ωB97M-V/def2-TZVPD.

Each line ends with the Mulliken charge.
Element x y z (Å)
C  -0.891  1.003  -0.343  0.30
C  0.081  0.214  0.123  -0.50
N  -1.557  1.937  -0.646  -0.32
N  0.683  -0.770  -0.703  0.96
O  1.627  -1.357  -0.192  -0.57
O  0.272  -0.893  -1.838  -0.54
H  0.616  0.288  1.118  0.58
H  -0.831  -0.423  2.480  0.10

Output
Spin multiplicity   1
Frontier orbital gap (alpha / beta)   0.21097 / 0.12770 Ha
Lowest unoccupied orbital energy (alpha / beta)   -4.3 / -5.5 eV
M   86.05 g/mol
Net charge   0


Winner for stability: run 1


Run 1
This record from the Open Molecules 2025 dataset describes an isolated molecule of C2H2N2O2. The level of theory is ωB97M-V/def2-TZVPD.

Each line ends with the Mulliken charge.
Element x y z (Å)
C  -1.030  -1.002  0.064  0.07
C  1.295  0.395  0.044  0.48
N  0.035  -1.559  -0.099  -0.52
N  0.211  1.074  -0.058  -0.02
O  2.444  0.239  0.066  -0.32
O  -1.135  0.409  -0.052  -0.31
H  -1.958  -1.604  0.082  0.36
H  0.138  2.048  -0.046  0.26

Output
Spin multiplicity   1
Frontier orbital gap (alpha / beta)   0.32333 / 0.32338 Ha
Lowest unoccupied orbital energy (alpha / beta)   0.0 / 0.0 eV
M   86.05 g/mol
Net charge   0


Run 2
This record from the Open Molecules 2025 dataset describes an isolated molecule of C2H2N2O2. The level of theory is ωB97M-V/def2-TZVPD.

Each line ends with the Mulliken charge.
Element x y z (Å)
O  1.583  0.038  1.568  -0.53
C  0.751  0.084  0.692  0.42
N  -0.492  0.752  0.779  -0.41
C  -1.195  0.382  -0.203  0.12
O  -0.556  -0.428  -1.049  -0.26
N  0.651  -0.708  -0.492  -0.03
H  -2.173  0.781  -0.240  0.43
H  1.430  -0.901  -1.056  0.27

Output
Spin multiplicity   1
Frontier orbital gap   0.39600 Ha
Lowest unoccupied orbital energy   0.7 eV
M   86.05 g/mol
Structure (SMILES)   O=c1nco[nH]1
Net charge   0


Winner for stability: run 2


Run 1
This record from the Open Molecules 2025 dataset describes an isolated molecule of C4H12NO2P. The level of theory is ωB97M-V/def2-TZVPD.

Each line ends with the Mulliken charge.
Element x y z (Å)
C  1.259  0.295  -1.124  -1.53
C  0.518  -0.372  -0.003  1.02
C  0.809  -1.865  0.016  -1.58
N  0.857  0.126  1.376  -0.74
P  -1.302  -0.098  -0.291  0.92
C  -1.639  1.677  -0.016  -0.95
O  -1.939  -0.723  -1.482  -0.71
O  -1.885  -0.743  1.105  -0.56
H  1.339  1.428  -1.199  0.31
H  0.702  0.097  -2.130  0.36
H  2.313  -0.096  -1.303  0.35
H  0.062  -2.189  0.875  0.33
H  0.361  -2.249  -0.874  0.44
H  1.857  -2.174  0.208  0.42
H  1.819  -0.115  1.509  0.33
H  0.881  1.199  1.317  0.27
H  -2.424  2.091  -0.599  0.34
H  -1.733  1.920  1.163  0.24
H  -0.678  2.113  -0.283  0.33
H  -1.175  -0.322  1.733  0.41

Output
Spin multiplicity   1
Frontier orbital gap   0.39308 Ha
Lowest unoccupied orbital energy   0.6 eV
M   137.12 g/mol
Structure (SMILES)   CC(C)(N)[P@@](C)(=O)O
Net charge   0


Run 2
This record from the Open Molecules 2025 dataset describes a cluster of 2 separate species, C4H12NO2P in total. The level of theory is ωB97M-V/def2-TZVPD.

Each line ends with the Mulliken charge.
Element x y z (Å)
C  0.868  -1.125  1.356  -1.35
C  -1.480  -0.051  0.992  -1.68
C  0.003  -0.202  0.553  1.29
C  1.303  2.738  -0.317  -0.49
N  1.652  2.232  -1.417  -0.11
O  1.464  -1.089  -1.698  -0.63
O  -0.643  0.062  -2.367  -0.42
P  0.087  -0.822  -1.254  0.44
H  1.887  -1.182  0.811  0.32
H  0.766  -0.848  2.401  0.41
H  0.539  -2.258  1.189  0.27
H  -1.615  0.269  2.022  0.39
H  -2.040  0.667  0.399  0.37
H  -1.990  -0.935  0.929  0.48
H  0.495  0.844  0.550  -0.30
H  1.227  3.789  -0.125  0.19
H  -1.571  0.239  -2.103  0.32
H  1.662  1.210  -1.337  0.22
H  2.024  2.618  -2.374  0.25
H  -0.597  -2.073  -1.160  0.04

Output
Spin multiplicity   1
Frontier orbital gap   0.30481 Ha
Lowest unoccupied orbital energy   0.6 eV
M   137.12 g/mol
Net charge   0


Run 3
This record from the Open Molecules 2025 dataset describes a cluster of 2 separate species, C4H12NO2P in total. The level of theory is ωB97M-V/def2-TZVPD.

Each line ends with the Mulliken charge.
Element x y z (Å)
C  0.579  1.624  0.680  -1.20
C  1.866  0.114  -0.993  -1.42
C  0.938  0.215  0.129  0.37
C  -2.290  0.026  -0.707  -0.53
N  -3.045  0.801  0.281  -0.47
O  -0.514  -1.639  -1.549  -0.77
O  -0.150  -2.298  0.971  -0.58
P  -0.650  -0.504  -0.599  0.68
H  -0.484  1.457  1.076  0.26
H  1.329  2.018  1.406  0.35
H  0.587  2.256  -0.224  0.33
H  1.855  -0.795  -1.530  0.46
H  1.645  0.875  -1.730  0.38
H  2.872  0.373  -0.594  0.35
H  1.154  -0.402  1.063  0.39
H  -2.604  -0.887  -1.200  0.34
H  -2.566  1.750  0.490  0.24
H  0.252  -2.607  0.171  0.33
H  -3.958  0.871  -0.002  0.23
H  -0.732  -2.834  1.450  0.26

Output
Spin multiplicity   1
Frontier orbital gap   0.28523 Ha
Lowest unoccupied orbital energy   0.7 eV
M   137.12 g/mol
Net charge   0


Winner for stability: run 1


Run 1
This record from the Open Molecules 2025 dataset describes a cluster of 2 separate species, C3H5PS in total. The level of theory is ωB97M-V/def2-TZVPD.

Each line ends with the Mulliken charge.
Element x y z (Å)
C  0.771  -1.441  -0.207  -0.10
C  0.272  1.025  0.469  -0.67
C  -1.022  0.416  -0.162  -0.52
P  1.745  -0.122  -0.082  -0.08
S  -0.980  -1.441  -0.065  -0.07
H  1.376  -2.791  -0.871  0.24
H  0.688  2.075  0.176  0.31
H  0.253  1.013  1.607  0.27
H  -2.055  0.717  0.322  0.29
H  -1.048  0.548  -1.185  0.33

Output
Spin multiplicity   1
Frontier orbital gap   0.31596 Ha
Lowest unoccupied orbital energy   0.3 eV
M   104.11 g/mol
Net charge   0


Run 2
This record from the Open Molecules 2025 dataset describes an isolated molecule of C3H5PS. The level of theory is ωB97M-V/def2-TZVPD.

Each line ends with the Mulliken charge.
Element x y z (Å)
P  -1.641  -0.949  -0.058  -0.12
C  -0.546  0.479  -0.309  -0.29
C  0.873  0.194  -0.816  -0.26
S  1.598  1.734  -0.166  -0.22
C  0.602  0.453  0.676  -0.26
H  -1.594  -0.698  1.360  0.04
H  -0.561  -1.997  -0.067  0.04
H  -0.950  1.435  -0.749  0.35
H  1.411  -0.523  -1.507  0.35
H  0.807  -0.129  1.636  0.36

Output
Spin multiplicity   1
Frontier orbital gap   0.34378 Ha
Lowest unoccupied orbital energy   0.9 eV
M   104.11 g/mol
Structure (SMILES)   P[C@@H]1[C@H]2S[C@@H]12
Net charge   0


Winner for stability: run 1


Run 1
This record from the Open Molecules 2025 dataset describes a cluster of 3 separate species, C5H13NO2 in total. The level of theory is ωB97M-V/def2-TZVPD.

Each line ends with the Löwdin spin population.
Element x y z (Å)
C  -0.903  -2.791  1.150  0.00
C  -1.461  -1.499  0.553  0.03
C  -0.464  -0.707  -0.251  0.05
C  0.879  -0.849  -0.278  0.05
C  -2.071  0.314  -1.803  0.43
N  -1.054  0.319  -0.948  0.30
H  -0.290  -3.311  0.415  0.00
H  -0.363  -2.542  2.067  0.00
H  -1.713  -3.466  1.430  0.00
H  -1.847  -0.726  1.235  0.00
H  -2.364  -1.842  0.026  0.01
H  1.426  -1.554  0.328  0.01
H  1.397  -0.166  -0.937  0.01
H  -2.674  1.215  -1.923  0.05
H  -2.365  -0.513  -2.461  0.06
H  5.430  2.375  1.044  0.00
H  5.803  3.366  0.117  0.00
O  6.180  2.546  0.456  0.00
H  -0.637  3.867  -0.050  0.00
H  -1.413  2.508  -0.182  0.00
O  -1.497  3.455  0.013  0.00

Output
Spin multiplicity   2
Frontier orbital gap (alpha / beta)   0.11308 / 0.21291 Ha
Lowest unoccupied orbital energy (alpha / beta)   2.9 / 2.8 eV
M   119.16 g/mol
Net charge   -1


Run 2
This record from the Open Molecules 2025 dataset describes a cluster of 2 separate species, C5H13NO2 in total. The level of theory is ωB97M-V/def2-TZVPD.

Each line ends with the Löwdin spin population.
Element x y z (Å)
C  0.881  -1.513  -0.061  0.06
O  0.800  -2.561  0.917  0.07
C  -0.498  -1.204  -0.746  0.02
C  -1.319  0.059  -0.304  0.08
C  -0.624  1.327  -0.750  0.03
C  0.137  1.931  0.143  0.14
N  -0.656  1.540  -2.113  0.01
H  1.345  -0.650  0.439  0.02
H  1.600  -1.912  -0.773  0.00
H  0.305  -2.254  1.688  0.04
H  -1.083  -2.090  -0.870  0.01
H  -0.214  -1.066  -1.829  0.00
H  -1.590  -0.099  0.710  0.06
H  -2.324  0.020  -0.786  0.01
H  0.442  1.527  1.109  0.05
H  0.564  2.918  0.234  0.03
H  -1.459  1.171  -2.602  0.01
H  -0.233  2.387  -2.466  0.01
H  1.741  0.787  2.603  0.07
H  0.614  -0.137  2.626  0.09
O  1.571  -0.181  2.832  0.19

Output
Spin multiplicity   2
Frontier orbital gap (alpha / beta)   0.10563 / 0.31076 Ha
Lowest unoccupied orbital energy (alpha / beta)   3.8 / 3.5 eV
M   119.16 g/mol
Net charge   -1


Winner for stability: run 1


Run 1
This record from the Open Molecules 2025 dataset describes an isolated molecule of C5H15N2. The level of theory is ωB97M-V/def2-TZVPD.

Each line ends with the Löwdin spin population.
Element x y z (Å)
C  0.507  -0.841  -2.101  0.10
C  -0.796  -0.829  -1.312  0.03
C  -0.698  -0.418  0.178  0.03
C  -0.041  0.930  0.374  0.02
C  0.168  1.243  1.843  0.01
N  -1.066  1.736  2.443  0.00
N  1.546  -1.692  -1.377  0.23
H  0.459  -1.235  -3.116  0.03
H  0.982  0.139  -2.169  0.02
H  -1.467  -0.138  -1.836  0.00
H  -1.274  -1.790  -1.435  0.01
H  -0.241  -1.236  0.722  0.03
H  -1.756  -0.322  0.448  0.00
H  0.904  0.978  -0.174  0.02
H  -0.673  1.735  -0.016  0.00
H  1.084  1.829  2.014  0.00
H  0.395  0.326  2.386  0.00
H  -1.139  1.478  3.417  0.00
H  -1.228  2.735  2.393  0.00
H  2.571  -1.556  -1.596  0.17
H  1.444  -1.625  -0.342  0.12
H  1.402  -2.733  -1.500  0.16

Output
Spin multiplicity   2
Frontier orbital gap (alpha / beta)   0.17059 / 0.38048 Ha
Lowest unoccupied orbital energy (alpha / beta)   1.0 / 0.9 eV
M   103.19 g/mol
Net charge   0


Run 2
This record from the Open Molecules 2025 dataset describes a structure of composition C5H15N2. The level of theory is ωB97M-V/def2-TZVPD.

Each line ends with the Löwdin spin population.
Element x y z (Å)
C  1.241  2.564  0.411  0.02
N  0.322  1.541  -0.146  0.03
C  0.535  1.345  -1.599  0.01
H  2.262  2.269  0.172  0.01
H  1.049  3.532  -0.057  0.00
H  1.107  2.604  1.491  0.02
H  -0.630  1.828  0.051  0.07
H  0.226  2.208  -2.190  0.00
H  -0.027  0.475  -1.936  0.01
H  1.599  1.154  -1.726  0.01
C  -2.255  -2.564  -0.024  0.04
C  -1.225  -1.506  0.235  0.25
C  -0.032  -1.759  0.755  0.26
N  0.982  -0.718  0.938  0.05
H  -1.858  -3.532  0.276  0.00
H  -3.163  -2.363  0.545  0.01
H  -2.559  -2.627  -1.069  0.01
H  -1.557  -0.485  0.089  0.09
H  0.307  -2.778  0.861  0.02
H  0.650  0.408  0.372  0.01
H  1.116  -0.540  1.946  0.03
H  1.908  -1.057  0.603  0.03

Output
Spin multiplicity   2
Frontier orbital gap (alpha / beta)   0.09806 / 0.31306 Ha
Lowest unoccupied orbital energy (alpha / beta)   0.6 / 0.5 eV
M   103.19 g/mol
Net charge   0


Winner for stability: run 1